# 1
ORCA calculation (ωB97M-V with the def2-TZVPD basis set) on an isolated molecule of C17H22N2O4.

As for the total energy: -29155.40541 eV. The gap between HOMO and LUMO comes out at 8.71 eV. The calculation puts the LUMO energy at 0.76 eV. The SMILES is COc1ccc2[nH]c(C)c(C(=O)CN(C)CC3OCCO3)c2c1.

```
! RIJCOSX wB97M-V def2-TZVPD def2/J DEFGRID3
* xyz 0 1
C -3.326 -2.112 -1.598
O -3.210 -2.195 -0.200
C -1.982 -1.980 0.362
C -1.964 -2.046 1.766
C -0.798 -1.863 2.472
C 0.356 -1.590 1.752
N 1.640 -1.382 2.188
C 2.456 -1.158 1.129
C 3.898 -0.883 1.330
C 1.709 -1.194 -0.042
C 2.265 -0.856 -1.340
O 3.448 -0.979 -1.605
C 1.327 -0.260 -2.385
N 0.273 0.552 -1.814
C -0.666 1.021 -2.810
C 0.751 1.636 -0.981
C -0.228 1.890 0.166
O 0.463 2.186 1.355
C -0.461 2.863 2.176
C -1.474 3.477 1.180
O -1.049 3.006 -0.081
C 0.355 -1.487 0.345
C -0.829 -1.714 -0.355
H -2.721 -2.875 -2.099
H -3.040 -1.121 -1.966
H -4.378 -2.289 -1.818
H -2.894 -2.256 2.270
H -0.783 -1.931 3.550
H 1.930 -1.360 3.152
H 4.039 -0.111 2.087
H 4.413 -1.785 1.661
H 4.345 -0.566 0.392
H 0.865 -1.091 -2.930
H 1.956 0.294 -3.105
H -1.443 1.596 -2.309
H -0.193 1.661 -3.570
H -1.120 0.167 -3.314
H 0.882 2.575 -1.539
H 1.704 1.366 -0.526
H -0.858 0.990 0.318
H -0.960 2.158 2.854
H 0.082 3.610 2.756
H -2.495 3.137 1.394
H -1.448 4.568 1.161
H -0.834 -1.667 -1.428
*
```



# 2
ORCA calculation (ωB97M-V with the def2-TZVPD basis set) on an isolated molecule of C5H7N3 at a distorted geometry.

As for the total energy: -9763.03017 eV. The gap between HOMO and LUMO comes out at 9.58 eV. The calculation puts the LUMO energy at 0.93 eV. The SMILES is C#C[C@@H]1CN1/C=N/N.

```
! RIJCOSX wB97M-V def2-TZVPD def2/J DEFGRID3
* xyz 0 1
C -3.382 -1.186 -0.310
C -2.297 -0.775 0.108
C -1.160 0.028 0.508
C -0.817 1.248 -0.374
N -0.094 0.094 -0.590
C 1.225 0.037 0.008
N 2.092 -0.681 -0.607
N 3.168 -0.807 0.105
H -4.546 -1.257 -0.353
H -0.789 0.160 1.499
H -1.567 1.523 -1.123
H -0.330 2.028 0.149
H 1.297 0.546 0.968
H 3.345 0.141 0.543
H 3.855 -1.100 -0.531
*
```



# 3
ORCA calculation (ωB97M-V with the def2-TZVPD basis set) on a cluster of 6 separate species, C20H35N3O15P in total.

As for the total energy: -65779.41271 eV. The gap between HOMO and LUMO comes out at 4.92 eV. The calculation puts the LUMO energy at 1.59 eV.

```
! RIJCOSX wB97M-V def2-TZVPD def2/J DEFGRID3
* xyz -1 1
N 6.928 -6.444 4.789
P 5.983 -5.209 4.446
N 4.479 -5.071 4.983
N 3.508 -5.767 4.135
H 7.255 -6.913 3.951
H 5.937 -5.059 3.017
H 6.562 -4.003 4.899
H 3.713 -5.567 3.152
H 3.620 -6.774 4.253
C 1.242 -3.583 4.702
C 0.850 -2.116 4.659
C 0.100 -1.596 5.861
O -0.711 -0.541 5.297
C -0.913 -0.841 3.999
O -1.706 -0.273 3.300
O -0.127 -1.847 3.601
H 0.666 -4.151 3.973
H 2.296 -3.739 4.487
H 1.071 -4.006 5.692
H 1.716 -1.488 4.449
H 0.749 -1.198 6.635
H -0.567 -2.349 6.285
C 2.993 2.813 7.896
C 3.844 1.576 7.653
C 4.623 1.559 6.353
O 4.719 0.165 6.065
C 3.664 -0.458 6.648
O 3.335 -1.577 6.448
O 3.027 0.402 7.494
H 1.936 2.557 7.838
H 3.182 3.236 8.881
H 3.202 3.590 7.159
H 4.511 1.389 8.497
H 5.618 1.989 6.433
H 4.075 2.050 5.544
C -3.081 -0.912 0.396
C -2.619 -0.219 -0.872
C -1.453 0.733 -0.701
O -1.684 1.698 -1.744
C -3.016 1.720 -1.995
O -3.562 2.540 -2.663
O -3.629 0.687 -1.386
H -4.060 -0.541 0.693
H -3.162 -1.988 0.248
H -2.384 -0.741 1.217
H -2.409 -0.938 -1.667
H -0.482 0.264 -0.836
H -1.482 1.245 0.263
C -1.485 1.875 -5.418
C 0.009 1.856 -5.160
C 0.769 3.068 -5.653
O 2.070 2.533 -5.930
C 1.923 1.215 -6.211
O 2.776 0.525 -6.671
O 0.675 0.804 -5.905
H -1.760 1.121 -6.155
H -2.037 1.669 -4.506
H -1.825 2.847 -5.780
H 0.222 1.679 -4.103
H 0.843 3.864 -4.918
H 0.348 3.462 -6.581
C -5.913 0.644 -8.920
C -5.857 2.037 -8.316
C -5.619 3.171 -9.293
O -4.945 4.141 -8.486
C -4.310 3.477 -7.486
O -3.510 3.956 -6.753
O -4.716 2.188 -7.448
H -5.042 0.068 -8.614
H -6.801 0.107 -8.592
H -5.938 0.683 -10.009
H -6.744 2.237 -7.711
H -6.532 3.599 -9.700
H -4.957 2.873 -10.110
*
```



# 4
ORCA calculation (ωB97M-V with the def2-TZVPD basis set) on a cluster of 8 separate species, C12H15BCl28IN2O5PS in total.

As for the total energy: -405430.19100 eV. The gap between HOMO and LUMO comes out at 8.97 eV. The calculation puts the LUMO energy at -0.20 eV. The SMILES is N=[PH2][C@H](O[C@H](S)COO)[C@H](I)NCB(O)O.ClC(Cl)(Cl)Cl.ClC(Cl)(Cl)Cl.ClC(Cl)(Cl)Cl.ClC(Cl)(Cl)Cl.ClC(Cl)(Cl)Cl.ClC(Cl)(Cl)Cl.ClC(Cl)(Cl)Cl.

```
! RIJCOSX wB97M-V def2-TZVPD def2/J DEFGRID3
* xyz 0 1
N -5.610 1.204 -0.090
P -5.166 -0.264 0.186
C -3.449 -0.681 0.709
O -3.371 -0.352 2.074
C -2.200 -0.815 2.744
S -2.165 -2.637 2.872
C -2.212 -0.138 4.104
O -3.462 -0.295 4.751
O -4.241 0.882 4.500
C -2.442 0.103 -0.160
I -0.734 -1.130 -0.729
N -1.964 1.251 0.526
C -1.215 2.216 -0.298
B 0.298 2.327 0.162
O 0.571 2.169 1.497
O 1.248 2.634 -0.788
H -4.917 1.926 0.049
H -5.893 -0.951 1.177
H -5.320 -1.139 -0.910
H -3.324 -1.761 0.561
H -1.313 -0.489 2.196
H -1.273 -2.816 1.885
H -2.006 0.926 3.972
H -1.459 -0.590 4.750
H -4.806 0.574 3.777
H -2.882 0.314 -1.143
H -2.724 1.686 1.033
H -1.259 1.938 -1.358
H -1.693 3.201 -0.227
H 1.502 2.267 1.724
H 2.138 2.327 -0.571
Cl 4.670 -0.551 -0.187
C 4.153 -0.065 1.430
Cl 2.492 -0.599 1.682
Cl 5.213 -0.772 2.642
Cl 4.228 1.709 1.551
Cl 4.942 -0.752 -6.039
C 4.405 -1.910 -4.822
Cl 4.958 -3.529 -5.255
Cl 5.077 -1.469 -3.249
Cl 2.640 -1.893 -4.719
Cl 1.686 5.726 -4.237
C 1.075 6.156 -2.637
Cl -0.408 5.250 -2.312
Cl 2.292 5.767 -1.419
Cl 0.724 7.887 -2.585
Cl 8.218 -5.347 -3.924
C 8.759 -3.815 -3.231
Cl 10.423 -3.979 -2.665
Cl 8.674 -2.550 -4.463
Cl 7.712 -3.381 -1.877
Cl -3.072 -0.383 -3.889
C -2.420 -1.803 -4.714
Cl -3.213 -1.982 -6.281
Cl -0.683 -1.592 -4.957
Cl -2.713 -3.241 -3.734
Cl -8.883 0.171 -0.782
C -9.680 0.784 0.665
Cl -11.150 -0.153 0.972
Cl -8.597 0.633 2.054
Cl -10.104 2.481 0.431
Cl 8.494 -2.995 6.915
C 7.951 -2.117 5.486
Cl 6.797 -3.110 4.585
Cl 7.164 -0.613 5.976
Cl 9.334 -1.747 4.453
*
```



# 5
ORCA calculation (ωB97M-V with the def2-TZVPD basis set) on a cluster of 3 separate species, C6H14O2 in total at a distorted geometry.

As for the total energy: -10539.79990 eV. The gap between HOMO and LUMO comes out at 7.80 eV. The calculation puts the LUMO energy at -1.78 eV.

```
! RIJCOSX wB97M-V def2-TZVPD def2/J DEFGRID3
* xyz 0 1
O 2.066 1.802 -1.689
C 1.889 1.896 -0.491
C 1.497 0.816 0.400
C 0.881 -0.502 0.088
C 0.597 -0.640 -1.421
C -0.441 -0.724 0.858
C -0.876 -2.181 0.991
H 2.132 2.842 0.010
H 1.645 1.093 1.443
H -0.300 2.054 0.432
H 1.612 -1.274 0.359
H -0.032 -1.508 -1.629
H 1.508 -0.661 -2.015
H 0.108 0.259 -1.774
H -0.318 -0.262 1.841
H -1.187 -0.168 0.307
H -1.061 -2.639 0.011
H -1.772 -2.257 1.602
H -0.109 -2.740 1.517
H -1.915 1.464 0.039
H -3.114 2.086 -0.617
O -2.811 1.243 -0.264
*
```



# 6
ORCA calculation (ωB97M-V with the def2-TZVPD basis set) on a structure of composition C39H41MnN8O3 at a distorted geometry.

As for the total energy: -90488.98395 eV. The gap between HOMO and LUMO (spin up / spin down) comes out at 3.75 / 5.49 eV. The calculation puts the LUMO energy (spin up / spin down) at 2.04 / 2.04 eV.

```
! RIJCOSX wB97M-V def2-TZVPD def2/J DEFGRID3
* xyz -1 6
Mn -1.059 -0.112 -1.900
C 4.897 -4.060 9.679
O 3.519 -3.867 9.468
C 3.137 -3.466 8.220
C 1.768 -3.292 8.022
C 1.290 -2.892 6.797
C 2.156 -2.649 5.720
C 3.521 -2.825 5.938
C 4.012 -3.229 7.172
C 1.606 -2.224 4.446
N 0.329 -2.024 4.199
C 0.253 -1.632 2.896
C 1.516 -1.585 2.327
N 2.366 -1.966 3.332
C 1.786 -1.195 0.986
C 3.031 -1.133 0.382
C 3.114 -0.710 -0.958
C 1.958 -0.364 -1.628
N 0.745 -0.403 -1.080
C 0.632 -0.834 0.229
C -0.656 -0.885 0.776
N -1.692 -0.508 -0.053
C -2.926 -0.552 0.426
C -3.237 -0.924 1.723
C -2.203 -1.294 2.591
C -0.907 -1.282 2.124
H 5.006 -4.386 10.711
H 5.464 -3.134 9.538
H 5.307 -4.830 9.018
H 1.099 -3.478 8.852
H 0.230 -2.751 6.631
H 4.234 -2.647 5.143
H 5.079 -3.351 7.300
H 3.363 -2.043 3.259
H 3.922 -1.411 0.933
H 4.064 -0.651 -1.470
H 2.012 -0.018 -2.653
H -3.712 -0.278 -0.268
H -4.269 -0.931 2.046
H -2.402 -1.590 3.613
C -4.752 -1.190 -3.861
C -3.416 -1.111 -3.175
N -2.877 0.067 -2.720
O -3.692 1.206 -2.943
C -2.604 -2.215 -2.955
C -2.950 -3.633 -3.287
N -1.435 -1.915 -2.347
O -0.572 -2.848 -2.015
H -5.127 -0.189 -4.054
H -5.484 -1.720 -3.243
H -4.669 -1.721 -4.812
H -3.806 1.592 -2.069
H -4.017 -3.741 -3.480
H -2.664 -4.271 -2.450
H -2.395 -3.989 -4.163
C 1.217 2.770 -0.658
C -0.313 2.923 -0.561
C -0.702 2.651 0.904
C -1.084 1.966 -1.472
C -0.676 4.346 -0.979
C -0.304 4.804 -2.246
C -0.633 6.074 -2.689
C -1.352 6.936 -1.870
C -1.735 6.500 -0.613
C -1.401 5.223 -0.175
H 1.517 1.802 -0.262
H 1.713 3.552 -0.076
H 1.557 2.837 -1.693
H -0.366 1.653 1.179
H -1.784 2.687 1.046
H -0.225 3.366 1.583
H -2.070 2.431 -1.615
H 0.254 4.148 -2.904
H -0.329 6.394 -3.679
H -1.612 7.931 -2.211
H -2.299 7.155 0.040
H -1.727 4.911 0.808
C 0.271 3.009 -6.151
C 0.219 1.686 -5.466
C 0.647 0.437 -5.870
C 0.324 -0.445 -4.818
N -0.246 0.241 -3.838
N -0.313 1.514 -4.247
C 0.539 -1.919 -4.764
H 0.708 2.896 -7.141
H 0.875 3.721 -5.584
H -0.730 3.429 -6.262
H 1.120 0.184 -6.804
H -0.691 2.165 -3.560
H 1.405 -2.198 -5.365
H -0.338 -2.435 -5.161
H 0.671 -2.260 -3.736
*
```



# 7
ORCA calculation (ωB97M-V with the def2-TZVPD basis set) on a structure of composition C20H17I2IrN10O5S.

As for the total energy: -76021.72514 eV. The gap between HOMO and LUMO (spin up / spin down) comes out at 7.56 / 5.21 eV. The calculation puts the LUMO energy (spin up / spin down) at -3.18 / -5.52 eV.

```
! RIJCOSX wB97M-V def2-TZVPD def2/J DEFGRID3
* xyz 1 2
Ir 0.404 -0.033 -0.580
I 0.852 -0.884 6.633
C 1.137 -0.959 4.572
C 1.194 -2.190 3.921
C 1.383 -2.244 2.549
I 1.469 -4.084 1.578
C 1.541 -1.072 1.795
O 1.736 -1.113 0.473
C 1.495 0.161 2.476
C 1.685 1.408 1.663
N 0.471 1.587 0.796
C 0.404 2.956 0.230
C -0.858 3.227 -0.540
C -1.344 4.453 -0.866
C -2.255 4.601 -1.992
C -2.791 3.555 -2.645
C -2.606 2.204 -2.060
N -1.477 2.177 -1.139
C 1.290 0.213 3.849
H 1.088 -3.107 4.484
H 2.552 1.344 1.004
H 1.799 2.281 2.309
H -0.309 1.485 1.444
H 1.258 3.066 -0.439
H 0.501 3.701 1.022
H -0.941 5.333 -0.385
H -2.460 5.605 -2.338
H -3.421 3.676 -3.515
H -3.519 1.856 -1.562
H 1.272 1.172 4.354
O -2.170 -5.216 -0.750
C -2.615 -4.533 0.288
O -3.388 -4.978 1.092
C -2.108 -3.134 0.460
C -2.448 -2.350 1.541
N -1.800 -1.179 1.417
N -1.057 -1.164 0.301
C -1.221 -2.346 -0.283
C -0.400 -2.596 -1.513
O -0.486 -3.648 -2.114
O 0.375 -1.609 -1.841
H -1.538 -4.700 -1.311
H -3.094 -2.571 2.374
H -1.778 -0.418 2.074
N 3.890 2.754 -3.478
N 3.345 1.672 -2.813
N 3.871 0.459 -2.783
C 3.018 -0.200 -2.032
N 2.015 0.619 -1.646
N 2.242 1.806 -2.140
H 4.889 2.751 -3.300
H 3.729 2.635 -4.474
H 3.081 -1.239 -1.757
S -2.138 -0.092 -3.844
C -1.892 0.950 -2.655
N -0.934 1.049 -1.653
*
```



What is the formula in the seventh record?
C20H17I2IrN10O5S